ORCA calculation (the ωB97M-V functional and the def2-TZVPD basis) on C39H37Br2IN6NaO2S as an isolated structure.

Summary:
- charge = -1
- relative energy (zero: lowest compared OMol25 entry of this formula, charge and spin) (kJ/mol) = 176.7
- LUMO level (eV) = 1.299
- E_tot (eV) = -217515.1000
- HOMO (Eh) = -0.099

Element x y z (Å)
1 Na -0.30071 -0.82560 0.53871
2 N 2.14908 -4.70775 -0.49476
3 C 1.77017 -5.39162 -1.63190
4 C 1.83603 -6.77799 -1.65351
5 C 1.47683 -7.49333 -2.78719
6 C 1.06456 -6.82217 -3.92346
7 C 0.99852 -5.43443 -3.91483
8 C 1.33605 -4.71798 -2.78332
9 S 1.18537 -2.95206 -2.73195
10 N 1.61066 -2.50794 -1.20963
11 C 1.98330 -3.33450 -0.30434
12 C 2.28797 -2.83615 1.01786
13 C 3.04309 -3.57161 1.95155
14 C 3.17977 -3.08202 3.23065
15 C 2.60855 -1.85419 3.55338
16 C 1.96519 -1.15484 2.53909
17 N 1.79386 -1.62885 1.32555
18 H 2.21413 -5.26856 0.33934
19 H 2.17563 -7.29587 -0.76535
20 H 1.52268 -8.57348 -2.77196
21 H 0.78792 -7.36758 -4.81539
22 H 0.67699 -4.90131 -4.79701
23 H 3.54491 -4.48833 1.67569
24 H 3.73184 -3.63633 3.97962
25 H 2.67717 -1.45540 4.55388
26 H 1.57294 -0.15913 2.68919
27 C 0.10051 3.95454 -2.20435
28 C -0.96149 3.99571 -1.14248
29 C -1.72783 5.15652 -0.92754
30 C -2.73461 5.11869 -0.00179
31 C -2.98279 3.93575 0.72277
32 C -4.01975 3.78522 1.65404
33 Br -5.25129 5.22324 1.97281
34 C -4.19960 2.61153 2.34716
35 C -3.32360 1.57054 2.12936
36 Br -3.51462 -0.05356 3.09965
37 C -2.24938 1.58189 1.21003
38 O -1.48847 0.60146 1.06172
39 C -2.11512 2.83023 0.47195
40 N -1.16032 2.89596 -0.45713
41 H 0.71873 4.84938 -2.18943
42 H -0.35798 3.88885 -3.19327
43 H 0.73434 3.08836 -2.04975
44 H -1.52831 6.05624 -1.49597
45 H -3.35164 5.98850 0.18906
46 H -5.00548 2.51014 3.05953
47 I 2.83117 0.78761 -1.32699
48 C 3.42791 2.45755 -0.13601
49 C 4.54746 3.15490 -0.49483
50 C 4.94029 4.26818 0.26418
51 C 4.21425 4.63238 1.36262
52 C 3.06324 3.91232 1.74380
53 C 2.30652 4.26550 2.87457
54 C 1.19261 3.54419 3.21209
55 C 0.78228 2.45520 2.42880
56 C 1.47252 2.05268 1.31055
57 C 2.63052 2.78736 0.97200
58 H 5.12937 2.86078 -1.35650
59 H 5.81389 4.83224 -0.03955
60 H 4.50298 5.49258 1.95586
61 H 2.62931 5.10602 3.47753
62 H 0.62455 3.81488 4.09485
63 H -0.11196 1.92546 2.72571
64 C -2.89370 0.85133 -4.47209
65 C -3.03458 1.38311 -3.01825
66 N -2.46336 0.44256 -2.09293
67 C -1.02774 0.37219 -2.25755
68 C -0.69243 0.17252 -3.74561
69 N -1.94611 -0.28539 -4.40831
70 C -2.55650 -1.41620 -3.64934
71 C -2.99883 -0.88337 -2.26750
72 H -2.50182 1.60563 -5.15853
73 H -3.84522 0.48922 -4.86524
74 H -4.08815 1.54091 -2.77807
75 H -2.51067 2.33063 -2.88997
76 H -0.67883 -0.48415 -1.69220
77 H -0.58018 1.26791 -1.83554
78 H 0.08147 -0.58373 -3.87414
79 H -0.37858 1.10324 -4.22331
80 H -1.72776 -0.61354 -5.34970
81 H -1.80056 -2.18989 -3.51848
82 H -3.38609 -1.81408 -4.23845
83 H -2.53253 -1.50611 -1.47394
84 H -4.08476 -0.86321 -2.16589
85 C -1.39964 -3.52272 -0.15012
86 O -1.12817 -2.27669 -0.57212
87 H -0.78007 -4.29904 -0.66402
88 H -2.45805 -3.82309 -0.33604
89 H -1.23198 -3.67321 0.94006

Results of the Löwdin charge analysis, in e, for atoms 1 through 5:
1 Na 0.246
2 N 0.116
3 C -0.259
4 C -0.030
5 C -0.102

ORCA calculation (the ωB97M-V functional and the def2-TZVPD basis) on C39H37Br2N4O5PbSi as an isolated structure.

Summary:
- charge = -1
- relative energy (zero: lowest compared OMol25 entry of this formula, charge and spin) (kJ/mol) = 0.0
- LUMO level (eV) = 2.051
- E_tot (eV) = -210456.5444
- HOMO (Eh) = -0.082

Element x y z (Å)
1 Pb -0.54319 -0.37597 0.47358
2 Br 3.01473 -3.62714 5.51922
3 C 2.01306 -2.74362 4.16234
4 C 2.14837 -3.21967 2.79670
5 C 1.45330 -2.53896 1.85418
6 N 0.65902 -1.44949 2.07350
7 C 0.48337 -1.00838 3.43146
8 C 1.22826 -1.71030 4.47120
9 C -0.34839 0.03199 3.65898
10 C -0.67997 0.57432 4.97374
11 C -1.51457 1.61369 5.06587
12 Br -1.95668 2.31320 6.78193
13 C -2.11612 2.23767 3.91125
14 C -1.79763 1.69307 2.70689
15 N -0.94992 0.64082 2.52660
16 H 2.76174 -4.07375 2.54247
17 H 1.53171 -2.86483 0.82125
18 H 1.14712 -1.38243 5.49919
19 H -0.26175 0.13470 5.86836
20 H -2.78107 3.08355 3.99604
21 H -2.21464 2.11793 1.79508
22 O -3.70187 -3.53712 -0.02412
23 C -2.69948 -2.82544 -0.03891
24 O -2.56942 -1.63692 0.42083
25 C -1.47638 -3.44278 -0.75397
26 C -1.55648 -4.72375 -1.29169
27 C -0.46564 -5.23370 -1.96992
28 C 0.67217 -4.45545 -2.10348
29 C 0.66776 -3.19470 -1.53297
30 N -0.38229 -2.70667 -0.87047
31 H -2.48008 -5.27183 -1.15507
32 H -0.49878 -6.23069 -2.39680
33 H 1.54521 -4.80933 -2.64078
34 H 1.53405 -2.53862 -1.61195
35 O 1.39167 2.58891 0.95494
36 H 1.44199 1.91423 0.26320
37 H 0.58056 2.37676 1.44772
38 C -4.14378 2.74138 -3.35615
39 N -3.17383 2.22916 -2.41538
40 C -2.68212 0.87061 -2.59966
41 C -2.73312 2.97886 -1.37400
42 O -1.92719 2.61190 -0.53534
43 H -3.73796 2.72218 -4.37210
44 H -4.39135 3.77306 -3.10287
45 H -5.06131 2.14806 -3.33835
46 H -2.56094 0.67331 -3.66677
47 H -3.35798 0.13062 -2.16175
48 H -1.71853 0.78303 -2.10208
49 H -3.17666 3.98916 -1.36253
50 C 6.09235 2.47067 -2.67226
51 C 5.46254 1.58992 -1.80148
52 C 4.13442 1.24184 -2.02652
53 C 3.43382 1.78000 -3.11475
54 C 4.07444 2.66855 -3.97708
55 C 5.40751 3.00907 -3.75848
56 Si 1.67685 1.19597 -2.93982
57 C 0.41142 2.53927 -3.07784
58 C 0.29679 3.55608 -2.12248
59 C -0.57713 4.61802 -2.32803
60 C -1.34498 4.68210 -3.48655
61 C -1.24202 3.68221 -4.44720
62 C -0.36890 2.61559 -4.24152
63 C 1.26438 -0.19077 -4.10262
64 C 0.24335 -1.09845 -3.79958
65 C -0.05378 -2.15647 -4.65199
66 C 0.66738 -2.31887 -5.82955
67 C 1.68698 -1.42860 -6.14834
68 C 1.98563 -0.37549 -5.28722
69 H 7.12365 2.75669 -2.49330
70 H 6.00201 1.19238 -0.94747
71 H 3.47781 -0.72599 -1.52300
72 H 3.53310 3.10681 -4.81377
73 H 5.90796 3.70458 -4.42285
74 H 0.86562 3.50923 -1.19395
75 H -0.66074 5.39383 -1.57451
76 H -2.03114 5.50911 -3.63770
77 H -1.83580 3.73227 -5.35332
78 H -0.29990 1.82860 -4.99116
79 H -0.31791 -0.99437 -2.87215
80 H -0.83791 -2.85829 -4.38655
81 H 0.44040 -3.14390 -6.49631
82 H 2.25825 -1.56058 -7.06069
83 H 2.79567 0.30873 -5.53648
84 C 3.64114 0.32798 0.33025
85 C 3.31896 0.29335 -1.14847
86 O 1.91176 0.62202 -1.38419
87 H 4.62249 -0.11987 0.50234
88 H 2.90379 -0.24609 0.89837
89 H 3.64053 1.35348 0.70904

Results of the Löwdin charge analysis, in e, for atoms 1 through 5:
1 Pb 1.396
2 Br 0.654
3 C -0.716
4 C -0.164
5 C -0.220